Below is a 13-piece molecular cluster, C72H168B3ClF12N9O3 overall at a distorted geometry, with properties calculated with the ωB97M-V functional and the def2-TZVPD basis.

XYZ file:
```
268
Properties=species:S:1:pos:R:3:forces:R:3:lowdin_charge:R:1
C -2.037 25.352 13.580 0.156 -1.226 0.053 -0.04
C -1.880 23.887 14.122 -1.279 1.212 -0.786 -0.15
N -3.117 22.988 13.846 1.424 -0.161 1.100 -0.22
C -2.623 21.628 14.443 -0.113 -0.394 -0.735 0.01
C -4.404 23.459 14.639 1.900 0.137 0.657 -0.09
C -4.102 23.708 16.141 -0.867 0.145 0.197 -0.07
C -3.420 22.937 12.313 0.683 -2.476 1.142 -0.05
C -2.230 22.544 11.349 -0.057 -0.499 0.612 -0.13
O -1.416 21.357 11.631 -0.318 1.742 0.506 -0.21
C -2.111 20.143 11.493 -0.908 -0.593 -0.258 -0.11
H -2.580 26.058 14.208 0.169 -0.258 0.257 0.08
H -2.538 25.355 12.612 0.157 0.008 -0.055 0.07
H -1.008 25.676 13.421 -0.153 0.402 0.050 0.08
H -1.669 23.885 15.192 -0.119 -0.178 -0.149 0.12
H -1.067 23.407 13.578 -0.097 -0.068 0.157 0.11
H -3.316 20.802 14.283 -0.579 0.501 0.145 0.11
H -2.346 21.690 15.496 -0.621 0.562 -0.049 0.10
H -1.713 21.254 13.975 -0.022 0.747 -0.509 0.09
H -5.207 22.732 14.517 0.295 -0.080 -0.316 0.14
H -4.660 24.418 14.189 -0.189 -0.190 -0.107 0.12
H -5.067 23.852 16.627 -0.306 0.340 -0.268 0.09
H -3.546 24.621 16.355 0.109 -0.060 -0.311 0.08
H -3.730 22.924 16.800 0.466 -0.410 -0.732 0.08
H -3.921 23.844 11.976 0.141 -0.101 0.210 0.13
H -4.109 22.093 12.350 -0.451 0.245 -0.641 0.13
H -1.570 23.407 11.263 0.333 -0.316 0.033 0.12
H -2.690 22.388 10.373 -0.240 0.154 -0.061 0.13
H -2.451 20.009 10.466 -0.232 0.059 -0.080 0.10
H -2.961 20.069 12.171 -0.295 0.165 -0.128 0.08
H -1.531 19.252 11.734 0.709 0.492 0.055 0.10
C 3.673 29.532 21.504 0.262 -1.263 0.512 -0.03
C 3.785 28.224 22.391 1.042 0.820 0.332 -0.11
N 5.198 27.740 22.785 0.669 -1.811 0.378 -0.23
C 5.060 26.615 23.893 -1.385 0.549 -1.494 0.07
C 6.016 27.137 21.545 -0.926 0.023 -0.098 -0.11
C 5.458 25.933 20.760 -1.312 0.128 -0.309 -0.07
C 6.048 28.832 23.373 0.331 -0.734 -2.043 -0.12
C 5.337 29.724 24.316 -0.638 0.933 1.639 -0.19
O 4.850 29.079 25.496 -0.293 0.749 -1.360 -0.18
C 5.809 28.838 26.473 0.342 -1.300 0.816 -0.10
H 2.713 29.429 20.997 0.320 0.003 -0.476 0.09
H 4.534 29.634 20.844 -0.348 -0.164 -0.453 0.07
H 3.605 30.486 22.026 0.102 -0.358 0.518 0.07
H 3.369 27.328 21.929 -0.438 0.366 0.026 0.13
H 3.365 28.450 23.371 -0.493 -0.391 -0.245 0.12
H 4.817 25.728 23.307 0.386 -0.213 0.483 0.09
H 4.175 26.848 24.485 0.192 0.140 -0.041 0.10
H 5.907 26.536 24.574 0.188 0.080 -0.652 0.10
H 7.017 26.870 21.885 -0.122 0.397 0.386 0.13
H 6.047 27.964 20.836 0.346 0.121 0.227 0.11
H 6.096 25.597 19.942 1.038 -0.044 0.723 0.09
H 4.631 26.163 20.088 -0.631 0.669 0.533 0.08
H 5.098 25.075 21.327 0.467 0.007 0.158 0.08
H 6.360 29.340 22.461 0.180 0.771 0.334 0.13
H 6.940 28.309 23.718 -0.062 0.339 0.503 0.14
H 4.483 30.253 23.893 -0.095 -0.519 -0.274 0.12
H 5.957 30.581 24.582 0.631 -0.157 0.133 0.14
H 6.549 28.109 26.144 0.414 0.031 -0.285 0.08
H 5.278 28.292 27.253 0.043 0.401 0.288 0.11
H 6.338 29.701 26.877 -0.280 0.284 -0.133 0.10
C 5.901 14.690 9.203 -0.210 -0.472 -0.771 -0.06
C 5.392 15.640 10.236 1.059 0.260 2.345 -0.15
N 6.304 16.886 10.573 0.710 -0.243 0.412 -0.22
C 7.699 16.396 11.032 -0.279 -0.058 -2.530 0.03
C 6.385 17.741 9.282 -0.128 -0.881 -1.030 -0.15
C 5.048 18.080 8.598 -0.105 -0.061 -0.033 -0.07
C 5.802 17.746 11.755 -1.352 -0.240 -0.406 -0.07
C 5.559 17.097 13.138 -0.601 -0.164 -1.255 -0.18
O 4.472 16.186 13.057 1.587 0.775 -1.597 -0.20
C 4.349 15.412 14.195 -0.537 -1.176 0.316 -0.10
H 5.565 14.915 8.190 0.454 0.128 -0.085 0.09
H 5.470 13.715 9.429 -0.373 0.049 0.067 0.10
H 6.962 14.451 9.274 0.067 0.478 -0.245 0.09
H 5.498 15.100 11.177 -0.605 0.160 0.111 0.12
H 4.361 15.979 10.134 0.289 0.009 -0.046 0.13
H 8.148 15.994 10.123 0.234 0.171 -0.033 0.09
H 7.699 15.523 11.683 -0.516 0.619 0.540 0.12
H 8.295 17.265 11.310 -0.194 -0.270 0.447 0.11
H 6.863 17.120 8.525 0.304 -0.503 0.444 0.12
H 7.057 18.599 9.312 -0.203 0.084 0.951 0.13
H 4.407 17.221 8.399 -0.155 -0.148 0.896 0.08
H 5.217 18.290 7.542 0.659 0.728 0.108 0.09
H 4.501 18.910 9.044 -0.082 -0.205 -0.016 0.08
H 4.863 18.111 11.340 0.006 0.557 0.433 0.13
H 6.557 18.517 11.912 -0.219 0.184 -0.376 0.13
H 5.233 17.816 13.890 0.517 0.756 -0.222 0.14
H 6.535 16.717 13.437 -0.158 -0.781 0.469 0.12
H 4.069 16.044 15.037 -0.123 -0.329 0.301 0.10
H 5.238 14.816 14.402 0.371 0.257 0.211 0.10
H 3.605 14.669 13.908 -0.380 0.171 0.640 0.10
C -13.768 18.714 17.447 -1.265 0.205 -0.682 -0.09
C -13.379 19.297 18.825 1.313 -1.280 -0.404 -0.19
C -12.582 18.174 19.532 -0.654 0.340 2.075 -0.09
N -11.889 18.633 20.870 -1.148 1.287 -0.145 -0.26
C -12.919 19.390 21.761 -0.518 -1.079 -1.048 0.03
C -10.765 19.595 20.558 2.178 -1.388 0.509 -0.07
C -9.506 18.664 20.249 -0.968 1.459 1.251 -0.13
C -9.899 17.377 20.929 -0.977 -2.088 -0.969 -0.16
C -11.277 17.468 21.631 1.314 1.718 0.097 -0.08
H -14.113 17.680 17.431 0.275 -0.253 0.658 0.08
H -13.054 18.771 16.625 0.619 0.203 0.549 0.09
H -14.642 19.193 17.006 -0.049 0.510 0.321 0.08
H -14.197 19.577 19.488 -0.230 -0.052 -0.512 0.11
H -12.737 20.169 18.697 -0.147 0.091 -0.135 0.11
H -11.864 17.606 18.941 0.097 0.427 -0.054 0.14
H -13.283 17.478 19.994 -0.226 -0.348 -0.667 0.13
H -12.989 20.413 21.394 -0.219 -0.234 0.110 0.11
H -12.815 19.349 22.845 1.285 0.047 -0.176 0.11
H -13.840 18.815 21.661 -0.280 0.406 -0.471 0.10
H -10.542 20.049 21.524 -0.124 0.486 -0.260 0.13
H -10.937 20.326 19.768 -0.594 -0.184 0.341 0.13
H -8.638 19.048 20.784 -0.021 0.439 -0.380 0.11
H -9.272 18.567 19.189 -0.147 -0.065 0.157 0.12
H -9.101 16.894 21.494 -0.287 0.055 0.090 0.13
H -10.173 16.735 20.091 0.589 -0.696 0.072 0.10
H -11.236 17.833 22.657 0.253 -0.172 0.048 0.12
H -11.863 16.549 21.635 -0.128 0.267 -0.458 0.14
C 7.824 25.791 3.973 -0.063 1.745 0.440 -0.08
C 6.490 26.530 3.527 -0.491 -1.389 1.565 -0.18
C 5.715 27.187 4.780 -0.705 -0.806 -2.200 -0.08
N 4.194 27.452 4.466 0.773 -0.186 -0.588 -0.22
C 3.274 26.173 4.287 0.798 1.906 0.834 0.07
C 4.037 28.382 3.196 1.035 0.251 1.968 -0.09
C 2.837 29.207 3.549 -1.046 -1.058 -0.946 -0.16
C 2.729 29.321 5.077 -0.009 1.778 -1.079 -0.14
C 3.648 28.297 5.649 -0.101 -1.472 -0.354 -0.10
H 8.594 26.543 4.147 0.211 0.038 -0.288 0.07
H 8.249 25.033 3.315 -0.496 0.247 -0.325 0.08
H 7.741 25.346 4.964 -0.541 -0.228 -0.055 0.06
H 5.892 25.707 3.136 -0.525 -0.013 0.183 0.09
H 6.529 27.205 2.672 0.644 0.292 0.370 0.10
H 6.091 28.181 5.023 0.184 -0.198 -0.024 0.12
H 5.686 26.552 5.665 0.328 -0.055 -0.115 0.12
H 3.232 25.615 5.222 0.614 -0.074 -0.077 0.10
H 3.606 25.574 3.439 -0.227 0.287 0.106 0.10
H 2.284 26.625 4.235 -0.055 -0.329 -0.737 0.10
H 4.038 27.838 2.251 -0.194 -0.188 0.349 0.14
H 4.861 29.095 3.203 0.627 -0.571 0.066 0.13
H 2.027 28.597 3.151 -0.690 0.799 -0.042 0.12
H 2.944 30.168 3.046 -0.575 -0.118 0.006 0.13
H 1.692 29.328 5.411 0.138 -0.456 0.038 0.13
H 3.092 30.327 5.290 0.068 -0.050 0.435 0.12
H 3.108 27.572 6.258 0.315 0.196 0.371 0.13
H 4.494 28.739 6.176 -0.131 -0.273 -0.022 0.13
C -5.254 27.548 25.950 0.152 1.130 -0.658 -0.11
C -4.836 26.284 26.642 0.778 -0.459 0.453 -0.23
C -3.619 26.504 27.615 -0.731 -0.357 1.313 -0.08
N -3.675 25.733 29.004 -1.682 -0.643 0.775 -0.22
C -3.569 24.200 28.713 0.172 1.471 -0.752 0.04
C -2.631 26.220 30.093 -0.611 0.490 -1.938 -0.07
C -3.249 25.985 31.449 -0.272 -1.729 0.061 -0.15
C -4.772 25.966 31.216 -0.455 0.966 0.500 -0.15
C -5.079 26.081 29.745 2.452 -0.446 -1.652 -0.05
H -4.420 27.997 25.411 0.136 0.226 0.159 0.08
H -5.692 28.283 26.626 0.211 0.075 0.165 0.08
H -6.007 27.408 25.175 -0.066 -0.485 0.138 0.09
H -4.498 25.591 25.872 -0.433 -0.418 0.229 0.12
H -5.739 25.963 27.161 0.323 -0.664 0.084 0.10
H -3.644 27.559 27.890 0.393 -0.018 0.168 0.11
H -2.654 26.219 27.197 -0.146 0.173 -0.186 0.13
H -4.340 23.976 27.976 0.036 0.081 0.039 0.09
H -3.678 23.485 29.529 0.056 0.734 0.465 0.11
H -2.598 24.093 28.229 -0.025 -0.279 0.111 0.10
H -1.722 25.691 29.805 0.100 0.130 0.557 0.13
H -2.518 27.288 29.904 0.144 -0.022 -0.189 0.13
H -2.890 25.019 31.804 -0.196 -0.112 0.124 0.12
H -3.079 26.673 32.278 0.682 0.308 -0.612 0.13
H -5.298 25.184 31.764 0.110 -0.014 -0.255 0.13
H -5.086 26.934 31.607 -0.535 -0.273 0.370 0.12
H -5.831 25.447 29.275 -0.020 0.162 0.379 0.13
H -5.154 27.123 29.435 -0.629 -0.092 0.141 0.13
C 10.672 36.995 14.228 -0.249 0.346 -1.271 -0.07
C 9.292 36.504 13.704 -0.124 -0.628 1.403 -0.20
C 8.946 35.058 14.198 -1.625 0.301 -0.949 -0.08
N 7.802 34.347 13.378 0.188 -0.253 1.173 -0.28
C 8.405 33.588 12.187 -0.990 1.568 0.303 0.05
C 6.629 35.303 13.102 1.164 -0.627 -1.680 -0.08
C 5.425 34.409 12.732 1.716 1.021 0.965 -0.12
C 5.744 33.167 13.551 0.485 -2.113 0.475 -0.14
C 7.127 33.299 14.259 0.066 1.466 -0.306 -0.10
H 10.545 37.502 15.184 0.270 -0.476 0.106 0.08
H 11.018 37.768 13.541 -0.027 0.149 0.032 0.08
H 11.475 36.260 14.198 -0.231 -0.180 0.385 0.08
H 9.036 36.689 12.660 0.667 -0.273 -0.151 0.10
H 8.597 37.128 14.265 -0.286 0.108 -0.329 0.10
H 8.417 35.175 15.144 0.661 -0.171 0.300 0.12
H 9.730 34.302 14.246 0.225 0.406 0.069 0.13
H 8.774 34.362 11.513 0.685 -0.238 0.154 0.11
H 7.638 33.082 11.601 -0.081 -0.219 0.456 0.10
H 9.131 32.903 12.624 0.077 0.202 -0.491 0.11
H 6.961 35.823 12.203 -0.218 0.821 0.465 0.13
H 6.509 35.917 13.995 -0.001 0.021 -0.244 0.14
H 5.515 34.214 11.663 -0.540 -0.044 0.119 0.12
H 4.528 34.973 12.987 -0.138 -0.477 -0.160 0.13
H 5.882 32.351 12.843 -0.569 -0.327 0.224 0.11
H 5.015 32.893 14.314 -0.157 -0.027 -0.335 0.12
H 7.869 32.512 14.395 -0.664 -0.701 -0.574 0.13
H 7.039 33.680 15.277 -0.245 0.498 -0.143 0.12
C -12.774 27.130 13.098 0.063 0.098 -0.180 -0.08
C -11.596 28.102 12.804 -0.937 0.843 0.414 -0.20
C -11.952 29.550 13.310 0.898 -0.841 0.553 -0.11
N -10.833 30.580 13.070 0.217 -0.358 -0.226 -0.23
C -10.634 30.810 11.563 0.781 -0.162 0.385 0.03
C -9.547 30.060 13.794 0.413 1.094 -0.741 -0.08
C -8.866 31.296 14.429 -1.271 -0.318 0.370 -0.12
C -10.141 32.095 14.873 0.872 0.265 0.052 -0.14
C -11.119 31.932 13.723 -0.113 0.000 0.239 -0.11
H -13.779 27.534 12.979 0.120 0.268 -0.207 0.08
H -12.693 26.806 14.135 -0.060 0.029 0.023 0.08
H -12.727 26.226 12.490 0.175 0.121 -0.067 0.08
H -11.225 28.173 11.781 -0.349 -0.479 -0.078 0.10
H -10.824 27.680 13.447 0.474 0.446 -0.285 0.10
H -12.004 29.413 14.391 -0.142 0.519 0.165 0.13
H -12.893 30.005 12.999 0.114 -0.308 -0.484 0.14
H -9.947 31.630 11.355 0.040 0.162 0.648 0.10
H -11.566 31.090 11.072 -0.132 -0.466 0.282 0.12
H -10.123 29.955 11.120 -0.609 -0.212 0.037 0.10
H -8.900 29.547 13.082 -0.298 -0.088 -0.056 0.13
H -9.850 29.376 14.587 -0.172 0.106 -0.204 0.13
H -8.181 31.861 13.798 -0.350 -0.075 -0.361 0.11
H -8.261 30.905 15.247 -0.145 0.300 0.237 0.12
H -10.019 33.165 15.038 0.461 0.006 -0.127 0.12
H -10.523 31.751 15.834 -0.122 -0.479 -0.195 0.12
H -10.963 32.690 12.955 0.064 -0.082 0.106 0.13
H -12.144 32.040 14.079 -0.088 -0.462 -0.274 0.14
C -3.842 21.053 0.188 -1.362 0.408 0.978 -0.11
C -3.569 19.943 -0.773 1.530 -0.600 -0.332 -0.25
C -2.404 18.972 -0.324 -1.041 0.615 -2.096 -0.08
N -2.378 17.696 -1.224 -1.105 -0.643 1.179 -0.22
C -3.460 16.711 -0.558 1.720 0.890 -0.684 0.08
C -2.677 17.995 -2.725 1.104 -0.074 -0.121 -0.08
C -2.144 16.803 -3.571 -0.169 -1.062 3.058 -0.09
C -1.115 16.162 -2.536 0.794 -0.163 -1.399 -0.16
C -1.004 17.012 -1.311 -0.747 0.264 0.441 -0.12
H -3.989 20.750 1.225 0.264 -0.243 0.092 0.08
H -4.842 21.375 -0.102 0.058 0.613 0.093 0.09
H -3.185 21.922 0.180 0.178 -0.278 -0.241 0.09
H -3.275 20.472 -1.680 0.109 -0.450 -0.332 0.11
H -4.489 19.414 -1.018 0.060 -0.193 0.279 0.11
H -2.540 18.725 0.729 0.325 -0.368 -0.220 0.13
H -1.466 19.481 -0.544 0.094 -0.089 0.427 0.13
H -3.384 15.734 -1.035 -0.395 0.298 -0.288 0.10
H -4.424 17.217 -0.598 0.110 -0.343 -0.267 0.10
H -3.161 16.571 0.481 0.064 0.212 -0.089 0.10
H -3.710 18.303 -2.885 0.198 -0.162 0.184 0.13
H -1.979 18.801 -2.951 -0.382 0.455 0.114 0.13
H -2.890 16.008 -3.589 -0.284 0.386 -0.905 0.11
H -1.710 17.029 -4.545 -0.294 0.202 0.282 0.12
H -1.409 15.144 -2.281 0.020 0.074 -0.121 0.11
H -0.114 16.122 -2.968 -0.055 -0.334 -0.124 0.12
H -0.762 16.424 -0.426 -0.483 0.102 0.179 0.14
H -0.200 17.745 -1.385 -0.431 0.441 -0.161 0.13
Cl -0.058 22.061 22.273 0.087 0.253 -0.077 -1.00
B -9.077 18.257 11.557 -0.472 0.762 0.347 -1.36
F -8.219 17.888 10.571 1.214 -1.229 -1.390 0.12
F -10.158 17.370 11.677 0.305 -0.018 0.318 0.09
F -8.342 18.463 12.730 0.473 -0.841 1.438 0.06
F -9.504 19.532 11.249 -1.283 1.457 -0.593 0.09
B -11.815 26.397 20.044 0.889 -1.325 -0.384 -1.44
F -11.426 27.686 20.070 0.113 2.589 -0.621 0.14
F -13.132 26.188 20.262 -2.118 0.131 -0.170 0.15
F -11.401 25.766 18.843 -0.061 0.012 -0.874 0.05
F -11.129 25.788 21.053 1.342 -1.486 1.942 0.11
B -5.115 28.192 6.780 0.583 -0.299 0.483 -1.50
F -4.038 27.305 6.708 1.106 -0.809 0.036 0.07
F -6.264 27.529 6.949 -2.586 -2.082 0.055 0.15
F -4.999 28.992 7.878 0.945 1.590 2.020 0.11
F -5.162 28.936 5.669 0.181 1.543 -2.431 0.16
```
Forces are in eV/Å.

As for the energy: -144066.158 eV. The value obtained for the LUMO energy is -6.3478 eV. For the HOMO energy, the calculation gives -10.641 eV. The HOMO-LUMO gap is 4.3 eV. The total charge is +5.